(1)
Entry from the Open Molecules 2025 dataset: an isolated molecule of C3H8N2O2 (the ωB97M-V functional and the def2-TZVPD basis).

Properties
orbital gap: 10.20 eV
SMILES: COCO/C=N\N
HOMO: -9.2 eV
LUMO: 0.98 eV

Bonds (Å) are listed after each position.
Atoms and positions in Å:
1 C 0.07585 -0.94175 -2.00120  O2 1.466, H8 1.142, H9 1.080, H10 1.098
2 O 0.00365 0.52209 -1.99052  C1 1.466, C3 1.389
3 C -0.30175 0.91486 -0.69389  O2 1.389, O4 1.412, H11 1.088, H12 1.123
4 O 0.77043 0.78959 0.21582  C3 1.412, C5 1.356
5 C 0.90888 -0.33565 0.95967  O4 1.356, N6 1.294, H13 1.065
6 N 0.25814 -0.54661 2.05815  C5 1.294, N7 1.424
7 N -0.74441 0.41678 2.36631  N6 1.424, H14 1.017, H15 0.999
8 H 1.09451 -1.24085 -1.58155  C1 1.142
9 H -0.04305 -1.19269 -3.04477  C1 1.080
10 H -0.69426 -1.43640 -1.39413  C1 1.098
11 H -0.51816 1.98055 -0.73523  C3 1.088
12 H -1.16995 0.34635 -0.26478  C3 1.123
13 H 1.63429 -1.05728 0.66255  C5 1.065
14 H -0.47022 1.35274 2.07980  N7 1.017
15 H -0.80395 0.42828 3.36377  N7 0.999

(2)
Entry from the Open Molecules 2025 dataset: an isolated molecule of C3H8N2O2 (the ωB97M-V functional and the def2-TZVPD basis).

Properties
orbital gap (spin up / spin down): 8.98 / 7.61 eV
HOMO (spin up / spin down): -9.0 / -8.6 eV
LUMO (spin up / spin down): -0.01 / -1.02 eV

Bonds (Å) are listed after each position.
Atoms and positions in Å:
1 C 1.19771 0.37395 -0.12669  N3 1.431, C4 1.590, H12 1.087, H13 1.089
2 C -0.75856 -1.40239 -0.09889  C4 1.614, N5 1.423, H14 1.091, H15 1.088
3 N 0.50624 1.51390 0.39256  C1 1.431, O6 1.365
4 C -0.13682 -0.11097 -0.84175  C1 1.590, C2 1.614, O7 1.253, H9 1.229
5 N -0.84799 -1.39261 1.32113  C2 1.423, H10 1.011, H11 1.010
6 O 0.68995 2.54229 -0.48675  N3 1.365, H8 0.969
7 O -0.21561 -0.02741 -2.08898  C4 1.253
8 H 0.11019 3.24666 -0.16074  O6 0.969
9 H -0.83543 0.70634 -0.24673  C4 1.229
10 H -1.41624 -0.64343 1.69288  N5 1.011
11 H 0.04091 -1.42028 1.79952  N5 1.010
12 H 1.96144 0.60433 -0.86459  C1 1.087
13 H 1.56412 -0.24618 0.68944  C1 1.089
14 H -0.11867 -2.22225 -0.42929  C2 1.091
15 H -1.74123 -1.52195 -0.55113  C2 1.088

(3)
Entry from the Open Molecules 2025 dataset: the ion C3H8N2O2 with charge +1 (the ωB97M-V functional and the def2-TZVPD basis).

Properties
orbital gap (spin up / spin down): 10.83 / 4.82 eV
HOMO (spin up / spin down): -15.0 / -15.0 eV
total charge: +1
LUMO (spin up / spin down): -4.21 / -10.20 eV
2S+1: 2
<S²>: 0.7562

Bonds (Å) are listed after each position.
Atoms and positions in Å:
1 N 0.47226 -0.39990 1.32279  C2 1.521, H8 1.014, H9 0.975
2 C 0.10195 -0.36129 -0.15233  N1 1.521, C3 1.552, C5 1.552, H10 1.143
3 C 1.07014 0.55990 -0.94123  C2 1.552, O4 1.459, H11 1.115, H12 1.080
4 O 2.50316 0.61165 -0.67104  C3 1.459, H13 1.031
5 C -1.38550 -0.07483 -0.49205  C2 1.552, N6 1.441, O7 1.262
6 N -2.21390 -0.58656 0.57011  C5 1.441, H14 1.017, H15 0.964
7 O -1.79160 0.27389 -1.63502  C5 1.262
8 H 0.24051 0.43612 1.84712  N1 1.014
9 H 1.43987 -0.34546 1.43102  N1 0.975
10 H 0.23137 -1.43164 -0.53147  C2 1.143
11 H 0.96095 0.17578 -1.98260  C3 1.115
12 H 0.69650 1.57211 -0.89682  C3 1.080
13 H 2.64578 0.62083 0.35050  O4 1.031
14 H -3.16647 -0.30221 0.35350  N6 1.017
15 H -1.80501 -0.74840 1.42751  N6 0.964

(4)
Entry from the Open Molecules 2025 dataset: a cluster of 2 separate species, C3H8N2O2 in total (the ωB97M-V functional and the def2-TZVPD basis).

Properties
orbital gap (spin up / spin down): 9.83 / 5.87 eV
HOMO (spin up / spin down): -14.1 / -14.1 eV
total charge: +1
LUMO (spin up / spin down): -4.29 / -8.25 eV
2S+1: 2
<S²>: 0.7606

Bonds (Å) are listed after each position.
Atoms and positions in Å:
1 O 1.24142 -1.89549 2.49548  C2 1.209
2 C 0.96720 -0.78825 2.89613  O1 1.209, O3 1.366, H4 1.114
3 O -0.30751 -0.35896 3.13222  C2 1.366, H5 0.974
4 H 1.75310 -0.08520 3.25682  C2 1.114
5 H -0.33329 0.61248 3.06608  O3 0.974
6 C -0.11390 1.70479 -1.56568  N9 1.472, H10 1.144, H11 1.105, H12 1.135
7 N -0.30894 -1.14781 -0.94300  C8 1.326, H13 1.017, H14 1.041
8 C -0.61306 -0.56759 -2.09575  N7 1.326, N9 1.290, H15 1.079
9 N -0.79775 0.67958 -2.37006  C6 1.472, C8 1.290
10 H -0.76868 2.63211 -1.42023  C6 1.144
11 H 0.80877 2.06360 -2.05632  C6 1.105
12 H 0.17067 1.35380 -0.52441  C6 1.135
13 H -0.55824 -0.69571 -0.06631  N7 1.017
14 H -0.41326 -2.18322 -0.94819  N7 1.041
15 H -0.72654 -1.32414 -2.85678  C8 1.079

(5)
Entry from the Open Molecules 2025 dataset: the ion C3H8N2O2 with charge +1 (the ωB97M-V functional and the def2-TZVPD basis).

Properties
orbital gap (spin up / spin down): 11.95 / 7.24 eV
HOMO (spin up / spin down): -15.3 / -15.3 eV
total charge: +1
LUMO (spin up / spin down): -3.33 / -8.01 eV
2S+1: 2
<S²>: 0.7547

Bonds (Å) are listed after each position.
Atoms and positions in Å:
1 O 1.90163 0.08430 -1.34789  C2 1.215
2 C 0.70010 0.19133 -1.48891  O1 1.215, N3 1.331, C4 1.537
3 N 0.02494 0.54709 -2.57884  C2 1.331, H8 1.009, H9 1.004
4 C -0.12419 -0.39739 -0.33233  C2 1.537, N5 1.471, H10 1.095, H11 1.099
5 N 0.63352 -0.10137 0.89296  C4 1.471, C6 1.470, H12 1.050
6 C -0.15977 -0.29086 2.11648  N5 1.470, O7 1.385, H13 1.095, H14 1.088
7 O -1.45930 0.18868 2.09836  C6 1.385, H15 0.970
8 H 0.58819 0.62520 -3.41208  N3 1.009
9 H -0.94950 0.34209 -2.70677  N3 1.004
10 H -1.13749 0.01638 -0.32339  C4 1.095
11 H -0.19557 -1.49410 -0.30687  C4 1.099
12 H 1.44974 0.40638 0.46953  N5 1.050
13 H -0.26862 -1.38022 2.11535  C6 1.095
14 H 0.36239 0.14375 2.96672  C6 1.088
15 H -1.36606 1.11874 1.83767  O7 0.970

(6)
Entry from the Open Molecules 2025 dataset: a cluster of 2 separate species, C3H8N2O2S in total (the ωB97M-V functional and the def2-TZVPD basis).

Properties
orbital gap (spin up / spin down): 8.18 / 8.17 eV
HOMO (spin up / spin down): -8.3 / -8.3 eV
LUMO (spin up / spin down): -0.09 / -0.09 eV

Bonds (Å) are listed after each position.
Atoms and positions in Å:
1 C -1.78082 1.15296 -0.82515  C2 1.491, N4 1.428, H9 1.083, H10 1.081
2 C -1.24332 1.12275 0.56549  C1 1.491, N4 1.428, H11 1.092, H12 1.082
3 C -1.16203 -1.22090 -0.32362  N4 1.316, H13 1.076, H14 1.079
4 N -1.72700 -0.05955 -0.07321  C1 1.428, C2 1.428, C3 1.316
5 N 3.08755 -0.97093 0.62432  S8 1.733, H15 1.009, H16 1.010
6 O 1.94906 1.27585 0.50164  S8 1.460
7 O 0.83196 -0.62817 -0.67667  S8 1.611
8 S 2.21499 0.14132 -0.37818  N5 1.733, O6 1.460, O7 1.611
9 H -2.77540 1.54714 -0.99435  C1 1.083
10 H -1.09343 1.25443 -1.65368  C1 1.081
11 H -0.16130 1.19309 0.69167  C2 1.092
12 H -1.83966 1.52845 1.37169  C2 1.082
13 H -1.31730 -1.69066 -1.27858  C3 1.076
14 H -0.88402 -1.83362 0.51972  C3 1.079
15 H 2.90157 -0.88293 1.61223  N5 1.009
16 H 2.99913 -1.92924 0.31669  N5 1.010

Short version: ΔE to the lowest compared entry with this formula, charge and spin = 75.4; 148.6; 73.9; 38.3; 31.0; 71.0 kcal per mole, in the order given.
Short version: electronic energy = -379.02085; -378.90423; -378.69687; -378.75371; -378.76533; -777.16609 Eh, in the order given.